132
Properties=species:S:1:pos:R:3:mulliken_charge:R:1 method="wB97M-V/def2-TZVPD" homo_ev=-10.05 total_energy_ha=-3816.2517 spin_multiplicity=1 homo_lumo_gap_ha=0.3713 lumo_ev=0.053 max_force_ha_per_bohr=0.07920 smiles="O=C1OC[C@@H](F)O1.O=C1OC[C@@H](F)O1.O=C1OC[C@@H](F)O1.O=C1OC[C@@H](F)O1.O=C1OC[C@@H](F)O1.O=C1OC[C@@H](F)O1.CC(C)O.CC(C)O.CC(C)O.CC(C)O.CC(C)O.CC(C)O"
F 1.74026 -3.99838 0.89489 -0.136
H -0.57036 -2.84815 6.45057 0.337
O -3.21494 -0.67059 -5.14504 -0.347
H -1.53182 3.62046 3.32822 0.128
H 0.18754 -3.65938 4.63015 0.465
O 4.34016 -2.31801 0.22424 -0.301
H 2.67026 3.96428 2.75160 0.230
H 3.68670 -0.25469 -3.54955 0.312
O -7.41388 0.67557 -0.15879 -0.587
O -3.03615 1.14572 4.55765 -0.231
H -2.17155 -1.37870 2.96968 -0.141
C -1.18035 -4.75623 0.35036 -1.178
O -2.98002 -1.81080 -3.25996 -0.054
H 0.78495 -1.41356 0.77632 -0.459
C 3.89444 -3.05956 1.42216 -0.112
C 4.07958 -2.98391 -0.87927 0.540
C 0.23555 -5.13457 -1.84603 -1.185
C 2.61382 -0.07917 -3.62841 -0.933
C -2.42359 3.06038 3.60954 -0.249
C 2.11393 -2.17893 -4.82617 -1.195
H 1.92389 4.34891 -1.67987 0.303
H 1.93331 -0.36679 -0.15318 0.144
O -1.38223 -2.70089 5.95988 -0.634
O 6.73000 3.02275 -1.47220 -0.378
H 1.72746 7.04059 1.74295 0.423
O -5.64498 -0.70424 0.13105 -0.169
F -0.88291 1.53747 4.18251 -0.317
H -5.37399 -2.56334 0.79807 0.293
H 4.78316 -3.42586 1.93606 0.417
O 4.34880 -2.62086 -2.01531 -0.529
H 3.67460 5.51964 1.03723 0.285
C 3.45980 1.95728 2.39948 0.621
O 5.23157 2.33320 -2.87657 -0.355
C 0.20354 -2.59986 4.37469 -1.485
C -5.06268 3.12797 -0.64175 -0.522
C -2.29160 -1.97107 3.87675 -0.949
O 2.50574 -0.13390 -6.00469 -0.632
C -1.55472 -0.30860 -0.07888 0.313
C -2.09101 1.59172 3.63806 1.201
O -2.59118 4.94250 0.93742 -0.544
C -1.94377 -2.26586 -4.09117 0.335
O 3.34501 -4.04747 -0.57942 -0.316
H 3.84029 -0.24200 2.48114 0.270
O -4.59810 4.31940 -0.04928 -0.381
H 0.51184 -2.42906 3.34324 0.033
H 0.92914 1.34104 1.07440 -0.488
H 3.17528 -2.42643 -4.80638 0.441
H 0.84418 3.96499 -0.25030 0.034
H -1.90152 -0.71124 -1.03056 -0.263
H 2.31550 6.50328 -0.56499 0.262
H 3.67338 0.60480 4.13421 0.459
H 2.11475 -0.35616 -2.69980 0.022
F -3.62406 2.85126 -2.43125 -0.367
H 1.01618 -2.27518 5.02452 0.449
H -1.24249 -7.00573 -1.12128 0.367
H -5.42625 2.48709 0.16149 0.323
H 1.47996 -2.64985 -4.07489 0.029
C -6.46564 -2.51167 -1.08109 0.407
O -4.34579 -0.05002 -3.17620 -0.481
H 1.62483 2.79487 3.38305 0.037
O -7.32141 -1.37976 -1.10664 -0.350
H 2.43775 0.99211 -3.72564 0.442
C -3.24492 4.21533 0.17108 0.500
H 2.30121 0.80395 -5.99037 0.360
C 5.86818 2.24343 -0.66893 0.575
O -2.81186 3.06572 -0.34063 -0.030
H -2.44541 -3.01755 3.61347 0.483
C 3.36548 0.52613 3.09157 -1.174
H 0.32617 -5.73394 -2.75193 0.433
H 3.23570 -5.14809 1.19574 0.277
H -3.72326 1.36785 -1.20660 -0.460
C -0.12540 0.24737 -0.13922 0.871
C -3.58161 -0.77430 -3.79750 0.362
H 4.11761 3.18701 -1.34561 -0.021
C -6.86202 -0.39702 -0.36444 0.630
H -2.17346 -4.89677 0.77705 0.463
F -7.08649 -3.54868 -0.53937 -0.310
C 4.63410 2.24952 -1.55161 0.308
H 0.00966 0.80169 -1.06798 -0.249
H 1.87273 -2.56084 -5.81818 0.365
H -1.73800 -4.30254 -1.75889 -0.497
H -4.30998 -2.18507 -0.56322 -0.134
C 0.92903 -0.78767 -0.10436 -0.033
H 5.63006 2.62877 0.32249 0.159
C -1.16535 -5.01691 -1.16741 1.337
O -1.78910 -6.25524 -1.36539 -0.632
H -3.10151 3.47429 2.86308 0.106
H 0.99029 -0.27431 -4.81232 0.165
F -0.83285 -1.62889 -3.80880 -0.156
H -1.65291 -1.61378 -6.15957 0.383
O -2.91982 3.32978 4.91889 -0.315
O 2.75212 2.01416 1.20160 0.052
C 3.05872 -4.16123 0.76808 0.217
H 2.79711 2.90515 0.84704 -0.282
O 3.17286 4.95217 0.44745 -0.505
H 2.27969 0.43429 3.11876 0.102
C 2.02508 5.64998 0.04790 0.693
C -5.31527 -2.05284 -0.16320 0.025
H -1.75210 -3.33689 -4.02600 0.296
H 3.32708 -2.49389 2.16122 -0.030
C 1.20965 6.23016 1.22994 -1.322
H -6.15884 -2.83629 -2.07538 0.215
C 1.99092 -0.70647 -4.82005 0.653
C -1.02624 -1.95117 4.77366 1.219
H 3.25973 3.07593 4.16814 0.525
H 3.98874 1.41719 -1.27081 -0.094
H -2.00593 1.16133 2.64024 -0.427
F 6.36150 0.95962 -0.61398 -0.321
H 0.96829 -5.50952 -1.13146 0.374
C -2.46082 -1.83013 -5.46059 -0.645
H -0.80762 -0.92804 5.07946 -0.033
H -0.79874 -3.76039 0.57574 -0.001
H 0.42842 5.21036 -1.32739 0.488
H -0.65464 -5.52336 0.91890 0.442
O 7.09634 3.39650 -3.67288 -0.586
H -1.72296 -0.98560 0.75865 -0.219
C -3.75884 2.45564 -1.14693 1.341
O -3.89719 2.10515 6.49095 -0.557
H 0.88961 -1.43941 -0.97716 0.157
C 2.68780 2.99201 3.24404 -1.288
H -3.11634 -2.57255 -5.91579 0.315
C -3.40958 2.18864 5.38760 0.505
H -3.15019 -1.53105 4.38400 0.329
H -2.26574 0.48975 0.13371 -0.428
H 0.95951 5.57319 2.06296 0.177
H 0.31914 6.74437 0.86845 0.389
O 0.00154 1.10492 1.00079 0.678
H -5.79332 3.46148 -1.37866 0.303
C 1.29828 4.73435 -0.87479 -1.125
H 0.70176 -4.18299 -2.10147 0.042
H 4.52343 2.10579 2.21307 0.339
C 6.37046 2.98328 -2.77410 0.568